Model P:
Molecular formula: C2H5B
Method: DFT, ωB97M-V/def2-TZVPD

Positions of all 8 atoms, in Å:
B -1.274 0.219 -0.075
C 1.300 -0.036 -0.015
C 0.137 0.675 -0.002
H -2.328 0.795 -0.021
H -1.276 -1.740 0.330
H 2.348 0.326 -0.008
H 1.395 -1.040 -0.204
H 0.141 1.689 0.155

Computed properties:
Total charge: 0
Highest occupied orbital energy (eV): -8.90

***

Model Q:
Molecular formula: C2H5B
Method: DFT, ωB97M-V/def2-TZVPD

Positions of all 8 atoms, in Å:
B -0.924 -0.161 -0.225
C 0.532 -0.816 -0.097
C 0.320 0.791 0.021
H -2.725 0.089 0.677
H 0.857 -1.545 0.626
H 0.881 -1.039 -1.067
H 0.893 1.287 -0.801
H 0.167 1.394 0.866

Computed properties:
Total charge: 0
Highest occupied orbital energy (eV): -9.53

***

Energetically preferred structure: model P | next structure: +0.931 eV

***

Model P:
Molecular formula: C2H5B
Method: DFT, ωB97M-V/def2-TZVPD

Positions of all 8 atoms, in Å:
B 0.667 -0.069 0.799
C 0.438 0.214 -0.691
C -0.748 0.058 0.184
H 1.196 -0.625 1.565
H 0.630 1.147 -1.210
H 0.574 -0.747 -1.543
H -1.442 -0.826 0.185
H -1.315 0.848 0.710

Computed properties:
SMILES string: B1CC1
Total charge: 0
Highest occupied orbital energy (eV): -9.22

***

Model Q:
Molecular formula: C2H5B
Method: DFT, ωB97M-V/def2-TZVPD

Positions of all 8 atoms, in Å:
B 1.316 -0.323 -0.042
C -1.533 -0.046 -0.131
C 0.245 0.760 -0.116
H 1.195 -1.460 0.433
H 2.429 -0.042 -0.166
H -2.496 0.354 -0.337
H -1.366 -1.064 0.311
H 0.210 1.821 0.048

Computed properties:
Total charge: 0
Highest occupied orbital energy (spin up / spin down) (eV): -9.56 / -9.19

***

Energetically preferred structure: model P | next structure: +2.812 eV